Entry i
Below is the molecule C5H13N, with properties calculated with the ωB97M-V functional and the def2-TZVPD basis.

Each line ends with the natural charge from an NBO analysis.
Positions of all 19 atoms, in Å:
C  1.338  -1.299  -1.107  -0.60
C  0.317  -0.629  -0.192  -0.22
C  -1.133  -1.001  -0.577  -0.61
C  0.540  0.873  -0.106  -0.41
C  -0.414  1.696  0.752  -0.22
N  -0.871  1.084  1.991  -0.84
H  0.942  -2.162  -1.632  0.21
H  1.705  -0.604  -1.878  0.20
H  2.247  -1.544  -0.546  0.21
H  0.468  -1.030  0.811  0.19
H  -1.460  -1.921  -0.094  0.21
H  -1.831  -0.192  -0.344  0.20
H  -1.194  -1.174  -1.655  0.20
H  1.596  1.018  0.166  0.20
H  0.591  1.264  -1.134  0.20
H  0.080  2.642  1.005  0.19
H  -1.286  1.936  0.150  0.19
H  -1.533  0.333  1.854  0.36
H  -0.104  0.709  2.537  0.35

Multiplicity   1
SMILES   CC(C)CCN
Kohn-Sham gap   0.3774 Eh
Net charge   0


Entry ii
Below is the molecule C5H13N, with properties calculated with the ωB97M-V functional and the def2-TZVPD basis.

Each line ends with the natural charge from an NBO analysis.
Positions of all 19 atoms, in Å:
C  2.172  0.059  -0.766  -0.61
C  1.479  -0.181  0.579  -0.41
C  0.081  -0.789  0.497  -0.22
N  -0.831  -0.014  -0.336  -0.44
C  -2.120  -0.679  -0.400  -0.40
C  -0.951  1.349  0.154  -0.43
H  3.110  0.556  -0.594  0.21
H  2.409  -0.918  -1.274  0.20
H  1.521  0.663  -1.441  0.22
H  1.488  0.785  1.136  0.20
H  2.134  -0.859  1.174  0.21
H  0.168  -1.790  0.045  0.19
H  -0.390  -0.895  1.513  0.16
H  -1.955  -1.688  -0.758  0.20
H  -2.761  -0.094  -1.058  0.20
H  -2.572  -0.674  0.604  0.16
H  -1.773  1.880  -0.371  0.20
H  -1.212  1.358  1.259  0.16
H  0.005  1.930  0.035  0.20

Multiplicity   1
SMILES   CCCN(C)C
Kohn-Sham gap   0.3551 Eh
Net charge   0


Entry iii
Below is C5H13N as an isolated structure, with properties calculated with the ωB97M-V functional and the def2-TZVPD basis.

Each line ends with the natural charge from an NBO analysis.
Positions of all 19 atoms, in Å:
C  0.949  -1.406  1.025  -0.41
C  -0.126  -0.424  1.085  0.01
C  -0.745  0.011  -0.228  -0.31
C  -0.294  1.421  -0.521  -0.79
C  -2.240  -0.214  -0.238  -0.59
N  2.128  0.399  -0.934  -1.25
H  1.129  -2.015  1.900  0.24
H  1.157  -1.873  0.070  0.29
H  1.168  -0.232  1.016  0.35
H  -0.595  0.018  1.977  0.25
H  -0.288  -0.623  -0.992  0.22
H  -0.741  1.885  -1.418  0.20
H  -0.489  2.130  0.318  0.17
H  1.095  1.161  -0.729  0.35
H  -2.732  0.377  0.537  0.20
H  -2.723  0.125  -1.193  0.24
H  -2.537  -1.256  -0.089  0.20
H  2.580  0.542  -0.042  0.30
H  2.815  0.642  -1.552  0.34

Multiplicity   1
Kohn-Sham gap   0.1867 Eh
Net charge   0


Entry iv
Below is C5H13N as an isolated structure, with properties calculated with the ωB97M-V functional and the def2-TZVPD basis.

Each line ends with the natural charge from an NBO analysis.
Positions of all 19 atoms, in Å:
C  -1.197  1.239  0.596  -0.16
C  0.076  1.014  -0.079  -0.47
C  0.636  -0.399  -0.034  -0.25
C  1.080  -0.793  -1.442  -0.59
C  1.718  -0.601  1.015  -0.60
N  -2.472  -0.028  -0.045  -1.10
H  -1.732  2.197  0.521  0.23
H  -1.289  0.810  1.613  0.19
H  -0.912  0.966  -0.682  0.34
H  0.697  1.848  -0.320  0.23
H  -0.248  -1.021  0.195  0.24
H  1.459  -1.830  -1.500  0.20
H  1.914  -0.184  -1.792  0.20
H  0.251  -0.719  -2.137  0.21
H  2.563  0.079  0.791  0.20
H  2.121  -1.621  1.049  0.21
H  1.365  -0.375  2.026  0.21
H  -2.794  -0.274  0.884  0.33
H  -3.234  -0.307  -0.659  0.38

Multiplicity   1
Kohn-Sham gap   0.3443 Eh
Net charge   0


Most stable one: entry i, least stable one: entry iii.